No. 1
Computed, not measured: 3 unconnected molecules or ions with the total composition C25H42BrF5N3O6 at a distorted geometry, with ωB97M-V/def2-TZVPD.

Summary:
Net charge ... -1
HOMO ... -4.742 eV
Calculated total energy ... -126991.024 eV
Max |F| ... 2.052 eV Å⁻¹
Molecular weight ... 655.520 g mol⁻¹
E_LUMO ... 0.0904 Ha
Kohn-Sham gap ... 7.20 eV

The geometry in XYZ format:
```
82
Properties=species:S:1:pos:R:3:forces:R:3
C 2.586472 0.968392 2.494628 0.703 -0.770 -0.567
C 2.444875 -0.367345 1.711528 -0.562 0.000 1.308
C 0.947047 -0.704145 1.411506 1.745 0.198 0.017
Br 0.179841 -1.219820 3.141795 -0.276 0.038 -0.422
N 0.339680 0.471669 0.774726 -0.721 -1.039 0.188
C -0.982462 0.904422 1.263457 -0.464 1.275 -0.378
C -0.924919 1.954626 2.435060 -0.304 -0.241 1.033
O -1.563770 1.617182 3.464712 0.028 0.108 -0.471
O -0.310776 3.022113 2.239983 0.113 -0.378 -0.628
C 0.466301 0.500391 -0.625971 0.479 0.764 -0.727
F -0.652083 0.015030 -1.300851 0.130 0.141 0.142
F 1.483103 -0.322040 -1.071595 -0.358 -0.243 0.598
C 0.834333 1.891981 -1.177632 -0.231 -0.174 -0.207
C -0.006681 2.990662 -1.133322 -0.842 0.019 0.358
C 0.378265 4.214791 -1.635109 -0.053 0.989 -0.249
C 1.604977 4.404696 -2.244467 -0.035 -0.574 0.215
C 2.429146 3.286960 -2.323666 0.663 1.548 -0.329
C 3.764034 3.462382 -3.033960 -1.521 -1.235 -0.609
F 3.740745 4.520368 -3.869532 0.486 0.193 0.493
F 3.943188 2.384982 -3.863813 0.517 0.141 0.341
F 4.816388 3.534203 -2.219175 0.120 0.224 -0.240
C 2.064796 2.073553 -1.789139 0.753 -0.617 -0.077
H 3.642746 1.032406 2.806736 -0.277 0.216 -0.158
H 1.996875 0.928573 3.415978 -0.137 0.285 -0.363
H 2.330038 1.811311 1.846974 -0.139 0.014 0.472
H 2.790909 -1.142341 2.414706 0.146 -0.044 -0.598
H 3.058867 -0.381614 0.803239 -0.261 0.026 0.112
H 0.905523 -1.618013 0.804731 -0.293 0.304 0.128
H -1.691206 0.090253 1.468329 0.539 -0.040 0.174
H -1.454142 1.474345 0.448501 0.157 -0.274 0.195
H -1.002084 2.940829 -0.703126 0.276 -0.158 0.040
H -0.281501 5.079316 -1.568144 -0.049 -0.348 0.116
H 1.904208 5.371619 -2.638563 -0.066 -0.233 0.048
H 2.800915 1.277729 -1.884548 -0.383 -0.034 0.135
C 2.840235 0.087439 -6.774835 -0.087 -0.130 0.115
O 2.674617 -1.320925 -6.766806 0.148 0.255 -0.140
C 3.677580 -2.023522 -7.489500 -0.188 -0.409 0.041
C 4.558223 -2.822397 -6.545923 -0.014 0.303 0.139
N 5.399773 -1.942418 -5.744471 -0.006 -0.189 -0.042
C 6.086803 -2.610201 -4.640891 -0.033 0.270 -0.009
C 5.229488 -3.215615 -3.528595 0.332 -0.066 0.187
O 4.534043 -2.260521 -2.753407 -0.129 -0.191 -0.218
C 3.285403 -1.848937 -3.293861 0.091 0.207 0.277
H 1.954247 0.529017 -6.321432 -0.006 -0.070 0.019
H 3.712502 0.389343 -6.187031 0.037 0.120 -0.101
H 2.935502 0.466000 -7.797213 0.058 0.032 0.014
H 4.273738 -1.353280 -8.116130 0.026 0.089 0.126
H 3.157526 -2.722238 -8.152475 0.030 0.005 -0.029
H 5.194762 -3.495602 -7.128878 0.016 -0.007 0.022
H 3.897570 -3.432861 -5.917156 -0.063 -0.127 -0.140
H 4.826635 -1.202727 -5.359943 0.013 0.012 -0.021
H 6.738056 -1.860719 -4.183089 0.017 -0.079 0.063
H 6.740611 -3.387542 -5.050499 -0.061 -0.047 -0.028
H 5.913837 -3.716059 -2.836430 -0.004 0.018 0.003
H 4.548500 -3.993453 -3.894364 -0.099 0.104 -0.094
H 2.792442 -2.650714 -3.849288 0.072 0.013 -0.096
H 3.411666 -0.968192 -3.929422 -0.140 -0.069 -0.138
H 2.644112 -1.560089 -2.465542 0.045 -0.061 0.015
C -7.091490 -2.521668 6.913126 -0.038 0.052 -0.204
O -7.705172 -1.514243 6.133212 0.081 -0.134 0.299
C -7.688243 -0.227039 6.744365 -0.238 0.315 -0.315
C -6.775139 0.721071 5.988491 0.241 -0.365 0.025
N -5.375524 0.354729 6.157140 -0.190 0.175 0.006
C -4.456589 1.067179 5.258517 0.164 -0.322 0.144
C -4.598558 0.828820 3.760400 0.273 0.400 -0.173
O -4.261519 -0.487885 3.345210 -0.383 0.003 -0.014
C -5.305018 -1.432149 3.445038 0.383 -0.048 -0.086
H -7.281517 -3.479313 6.429327 -0.030 0.041 -0.043
H -6.008534 -2.374876 6.971169 0.008 -0.035 0.162
H -7.514077 -2.550487 7.922689 0.069 -0.007 0.036
H -7.411448 -0.283715 7.801557 0.127 -0.095 -0.041
H -8.711080 0.159464 6.689285 -0.003 -0.001 0.037
H -6.926749 1.738524 6.362392 0.013 0.013 -0.023
H -7.074355 0.694738 4.932390 -0.187 0.113 0.017
H -5.274635 -0.637990 5.992926 0.007 0.010 -0.028
H -3.446329 0.765919 5.541549 0.049 0.123 -0.139
H -4.531696 2.140102 5.457139 -0.049 0.001 -0.030
H -3.877040 1.485004 3.270743 0.143 -0.107 0.105
H -5.586209 1.116894 3.373773 -0.133 -0.217 0.095
H -6.288725 -0.983553 3.277596 -0.033 0.011 0.105
H -5.282404 -1.939048 4.415450 -0.232 -0.023 0.024
H -5.139469 -2.193733 2.679726 0.017 0.031 -0.017
```
Forces are in eV/Å.


No. 2
Computed, not measured: a molecular structure, C25H42Cl3N4O3SiTi at a distorted geometry, with ωB97M-V/def2-TZVPD.

Summary:
Expectation value of S² ... 0.75
HOMO (alpha / beta) ... -6.419 / -8.238 eV
Calculated total energy ... -107276.644 eV
Max |F| ... 3.302 eV Å⁻¹
2S+1 ... 2
Molecular weight ... 628.948 g mol⁻¹
E_LUMO (alpha / beta) ... 0.0170 / 0.0169 Ha
Kohn-Sham gap (alpha / beta) ... 6.88 / 8.70 eV

The geometry in XYZ format:
```
79
Properties=species:S:1:pos:R:3:forces:R:3
C 0.637640 -1.943931 -4.464449 -0.646 -0.552 0.079
C 0.567459 -0.488982 -4.135380 0.086 0.976 -0.637
H 0.389228 -2.144319 -5.519447 0.194 0.039 0.486
H -0.069691 -2.490231 -3.821611 0.338 -0.017 -0.392
H 1.640524 -2.350661 -4.256564 -0.288 0.195 0.000
C 0.204418 0.407992 -5.072226 0.616 -0.313 0.395
C -0.353510 0.075064 -6.416580 -0.227 -0.129 -0.616
H 0.407760 1.465491 -4.940818 -0.259 -0.107 0.296
H -0.930064 -0.864932 -6.412364 0.231 0.395 -0.090
H 0.433028 -0.001092 -7.191935 -0.297 -0.022 0.270
H -1.029964 0.884627 -6.738320 0.175 -0.300 0.033
Ti -0.362391 -0.626258 0.074924 1.262 0.989 -1.017
Cl 1.764645 -1.530376 0.385252 1.087 -0.850 0.122
Cl -2.090391 -2.025125 0.649042 -0.936 -0.823 0.535
H -0.910550 -0.476633 5.832194 -0.025 0.041 -0.207
H 0.428980 -2.589824 5.935996 0.001 -0.026 -0.174
C -1.332510 -0.800815 4.871811 -0.192 -0.043 0.183
C -0.002414 -2.879433 4.970315 0.084 0.101 -0.047
N -0.388526 -1.693300 4.218369 -0.083 0.106 0.151
H -1.544541 0.066490 4.238542 0.097 -0.340 0.113
C 0.052836 -1.466873 2.984692 -0.701 1.234 -0.845
O -0.338221 -0.501485 2.268801 0.689 -1.363 1.474
H 0.736383 -3.448524 4.399608 -0.152 0.060 0.110
H 0.804975 -2.176093 2.621161 -0.160 0.059 -0.095
H -2.260363 -1.345702 5.097504 0.142 0.175 -0.185
H -0.878211 -3.510742 5.173002 0.162 0.128 -0.157
H -1.860269 -0.746191 -3.416166 -0.300 -0.015 0.358
H -2.573320 1.931071 -4.204922 -0.178 -0.112 0.197
C -2.727922 -0.578599 -2.759376 0.342 -0.157 -0.288
C -3.327233 1.731620 -3.427703 0.013 0.055 0.107
N -2.802785 0.839361 -2.401559 -0.420 0.272 0.291
H -2.652824 -1.208392 -1.867784 0.078 0.240 -0.174
C -2.499570 1.313446 -1.192654 1.036 -1.720 0.788
O -1.910140 0.645898 -0.294780 -2.020 2.127 -1.515
H -3.623094 2.677663 -2.963105 0.051 -0.108 -0.172
H -2.776504 2.365576 -1.012225 0.025 -0.257 -0.075
H -3.635471 -0.829843 -3.318987 0.016 0.062 0.172
H -4.201686 1.268282 -3.896460 0.125 0.141 0.076
O 0.060714 -0.601312 -1.779871 -0.296 0.680 -0.044
C 1.010569 -0.132710 -2.715762 -0.088 -0.191 0.594
C 0.315222 2.289138 -2.759418 0.183 0.562 -0.075
C 1.282037 1.337824 -2.454676 0.083 -0.615 -0.329
H -0.671341 1.945906 -3.083971 0.501 0.265 0.033
C 0.637350 3.651862 -2.698395 -0.333 -0.420 0.080
H 1.948149 -0.691982 -2.569459 0.052 0.125 0.231
C 2.508568 1.722272 -1.919759 -0.061 0.303 -0.124
H -0.097069 4.380338 -3.052281 0.269 -0.079 0.230
C 1.875451 4.047035 -2.197766 0.042 0.016 -0.244
C 2.792994 3.079195 -1.777765 -0.008 0.084 -0.025
H 3.222710 0.950559 -1.610153 -0.240 0.341 -0.169
H 2.126904 5.111011 -2.171786 -0.017 -0.376 0.109
H 3.751881 3.384926 -1.368864 -0.114 0.006 -0.017
Si -1.029328 -5.006238 -0.460818 -0.150 0.420 -0.776
Cl -0.355940 -3.353219 -1.625648 -0.336 -1.604 -0.075
C -2.914034 -4.897238 -0.256652 -0.094 -0.111 0.319
C 0.220709 -4.947497 0.934851 -0.083 -0.272 0.416
C -0.867447 -6.640895 -1.399822 0.327 0.197 0.009
H -3.373170 -4.199457 -0.983408 0.395 -0.269 0.400
H -3.212343 -4.583848 0.753552 0.028 0.002 -0.355
H -3.337618 -5.900500 -0.443999 0.184 0.311 0.075
H -1.696065 -6.728532 -2.117598 0.353 0.014 0.071
H -0.946387 -7.489658 -0.697771 0.033 0.305 -0.168
H 0.102054 -6.705564 -1.915262 -0.318 -0.116 0.043
H 0.745590 -3.988987 1.020746 -0.316 -0.080 -0.216
H 0.988951 -5.708741 0.729912 -0.220 0.100 0.093
H -0.241084 -5.174153 1.903248 0.088 -0.077 -0.052
N 1.873657 4.885668 2.599240 0.396 0.671 0.415
C 1.538169 3.775972 1.900120 -0.577 -0.677 -0.213
C 0.507059 3.804686 0.936812 0.114 -0.130 0.058
C 0.076230 2.616641 0.370374 0.262 -0.123 0.320
N 0.616510 1.407112 0.640125 0.624 0.870 -0.129
C 1.713001 1.419211 1.436056 -0.461 0.372 0.276
C 2.157709 2.531178 2.138507 -0.492 0.149 -0.496
H 1.446980 5.782945 2.413825 0.105 -0.404 0.028
H 2.563748 4.843125 3.336921 -0.224 0.010 -0.342
H 0.024625 4.745417 0.648130 0.217 -0.372 0.168
H -0.738891 2.653982 -0.352141 0.391 -0.111 0.457
H 2.236564 0.474199 1.528944 -0.251 0.062 0.129
H 2.937601 2.431770 2.887742 0.064 0.019 -0.257
```
Forces are in eV/Å.


Look up the calculated total energy of the first one. -126991.024 eV


Which of these has the lowest max |F|? C25H42BrF5N3O6